# 1
This record from OMol25 describes one molecule with the formula C4H6O2. The level of theory is ωB97M-V with the def2-TZVPD basis set.

The geometry in XYZ format:
```
12
Properties=species:S:1:pos:R:3:forces:R:3
C -1.053 -0.646 1.305 0.090 0.059 -0.089
C 0.249 -0.060 0.739 0.481 -0.324 0.204
O 1.268 -0.451 1.269 -0.063 0.097 -0.079
C 0.491 0.880 -0.477 -0.095 -0.041 0.101
C 0.538 0.114 -1.790 -0.199 0.049 -0.184
O -0.007 0.467 -2.806 0.217 -0.146 0.523
H -1.659 -1.186 0.569 0.124 0.295 -0.114
H -1.696 0.078 1.818 0.179 0.121 -0.334
H -0.715 -1.370 2.056 -0.129 0.200 -0.213
H -0.115 1.781 -0.617 -0.270 -0.388 0.282
H 1.531 1.192 -0.304 -0.234 0.035 -0.062
H 1.170 -0.799 -1.763 -0.099 0.044 -0.036
```
Positions in Å, forces in eV/Å.

Output
Frontier orbital gap: 0.3882 hartree
Relative energy (zero: lowest compared OMol25 entry of this formula, charge and spin): 107.1 kJ/mol
Structure (SMILES): CC(=O)CC=O

Table of Mulliken atomic charges, one value per atom, all in e: C -0.9361; C 0.5458; O -0.5076; C -0.4533; C 0.0098; O -0.4584; H 0.2949; H 0.2758; H 0.3050; H 0.3119; H 0.2685; H 0.3437

# 2
This record from OMol25 describes C4H6O2 as an isolated structure in a non-equilibrium geometry. The level of theory is ωB97M-V with the def2-TZVPD basis set.

The geometry in XYZ format:
```
12
Properties=species:S:1:pos:R:3:forces:R:3
O -1.586 -2.086 -0.996 0.664 0.634 1.133
C -1.169 -1.127 -0.405 0.995 1.730 -1.388
C 0.383 -0.489 -0.201 -3.401 -2.998 0.544
C 0.007 0.922 -0.570 4.999 0.803 -0.758
O -0.146 1.359 0.760 -0.179 -0.222 0.005
C 0.557 0.172 1.199 -0.311 -0.546 0.254
H -1.623 -0.043 -0.452 -1.285 -1.833 0.621
H 1.127 -1.100 -0.734 -0.127 0.405 0.356
H 1.172 0.763 -0.732 -0.381 2.877 -0.618
H -0.288 1.557 -1.402 -0.783 -0.675 0.059
H 0.007 -0.374 1.958 0.025 0.152 0.308
H 1.559 0.445 1.575 -0.215 -0.328 -0.515
```
Positions in Å, forces in eV/Å.

Output
Frontier orbital gap: 0.3552 hartree
Relative energy (zero: lowest compared OMol25 entry of this formula, charge and spin): 508.8 kJ/mol

Table of Mulliken atomic charges, one value per atom, all in e: O -0.4573; C 0.0206; C -0.0896; C -0.6207; O -0.3742; C -0.3674; H 0.2429; H 0.4594; H 0.1878; H 0.4715; H 0.2696; H 0.2573